Here is 10 unconnected molecules or ions with the total composition C48H124N8O18 at a distorted geometry from the OMol25 dataset. Energies are from ωB97M-V with the def2-TZVPD basis set.

Structure (XYZ):
```
198
Properties=species:S:1:pos:R:3
C 1.758 3.533 -0.441
O 1.995 4.856 -0.865
C 3.201 5.365 -0.344
C 3.247 6.875 -0.475
N 2.348 7.487 0.499
C 2.375 8.954 0.378
C 1.335 9.604 1.274
O 0.068 9.152 0.903
C -0.949 9.590 1.768
H 1.792 3.494 0.658
H 2.637 2.921 -0.697
H 0.834 3.125 -0.826
H 4.072 4.861 -0.794
H 3.365 5.079 0.706
H 3.053 7.156 -1.520
H 4.277 7.206 -0.308
H 1.415 7.267 0.164
H 2.196 9.283 -0.656
H 3.350 9.355 0.669
H 1.487 10.684 1.115
H 1.553 9.433 2.336
H -0.812 9.129 2.756
H -1.950 9.364 1.409
H -0.905 10.674 1.940
C -4.670 3.161 2.756
O -3.846 3.351 3.877
C -3.406 4.691 3.968
C -2.296 4.803 4.996
N -1.145 4.011 4.614
C -0.104 3.924 5.627
C 1.211 3.559 4.964
O 1.055 2.322 4.315
C 2.216 1.890 3.649
H -5.127 2.172 2.755
H -4.117 3.265 1.815
H -5.495 3.885 2.738
H -4.228 5.356 4.261
H -3.027 5.043 2.999
H -2.684 4.491 5.977
H -2.022 5.862 4.981
H -1.423 3.112 4.249
H -0.418 3.125 6.316
H 0.057 4.863 6.154
H 2.087 3.609 5.619
H 1.336 4.336 4.190
H 2.015 1.044 2.996
H 2.966 1.509 4.352
H 2.637 2.715 3.065
C 2.581 -7.651 -2.579
O 2.441 -8.945 -2.051
C 2.086 -8.937 -0.690
C 2.431 -10.282 -0.060
N 1.871 -11.336 -0.925
C 2.428 -12.635 -0.562
C 1.944 -13.724 -1.487
O 2.299 -13.397 -2.803
C 1.493 -13.998 -3.775
H 1.825 -6.938 -2.246
H 2.554 -7.655 -3.670
H 3.588 -7.282 -2.347
H 1.030 -8.716 -0.502
H 2.632 -8.132 -0.176
H 1.864 -10.364 0.868
H 3.513 -10.383 0.079
H 2.125 -11.163 -1.892
H 2.238 -12.832 0.500
H 3.535 -12.622 -0.553
H 0.867 -13.905 -1.395
H 2.394 -14.660 -1.118
H 1.766 -15.047 -3.932
H 1.646 -13.513 -4.742
H 0.420 -13.902 -3.583
C -0.860 5.802 0.003
O -2.170 5.789 0.506
C -3.125 5.894 -0.515
C -4.514 5.869 0.093
N -4.783 7.113 0.810
C -6.135 7.097 1.383
C -6.464 8.423 2.012
O -5.581 8.730 3.085
C -5.984 9.895 3.764
H -0.684 5.225 -0.916
H -0.148 5.422 0.731
H -0.563 6.813 -0.291
H -2.993 5.059 -1.226
H -3.000 6.786 -1.148
H -4.470 5.030 0.807
H -5.265 5.691 -0.673
H -4.169 7.169 1.616
H -6.178 6.320 2.159
H -6.880 6.976 0.595
H -7.499 8.387 2.382
H -6.375 9.253 1.297
H -5.400 9.948 4.678
H -7.062 9.943 3.947
H -5.770 10.796 3.171
C -0.761 -2.404 -8.412
O -0.362 -1.351 -7.544
C 0.271 -0.295 -8.220
C 0.698 0.758 -7.227
N 1.740 0.233 -6.361
C 2.139 1.097 -5.239
C 1.052 1.258 -4.185
O 0.753 -0.005 -3.613
C -0.229 0.066 -2.603
H 0.085 -3.033 -8.698
H -1.272 -2.004 -9.292
H -1.480 -2.964 -7.814
H -0.394 0.167 -8.962
H 1.193 -0.600 -8.736
H -0.195 1.184 -6.743
H 1.119 1.607 -7.779
H 1.397 -0.615 -5.912
H 2.358 2.093 -5.632
H 3.037 0.646 -4.816
H 0.194 1.750 -4.655
H 1.424 1.906 -3.387
H -0.018 0.638 -1.693
H -0.491 -0.949 -2.309
H -1.139 0.531 -3.003
C 3.475 -2.073 2.347
O 2.493 -1.449 3.164
C 2.618 -1.799 4.531
C 1.464 -1.174 5.291
N 0.199 -1.804 4.927
C -0.895 -1.219 5.699
C -2.220 -1.747 5.152
O -2.415 -1.230 3.844
C -3.155 0.000 3.805
H 3.735 -3.093 2.638
H 4.357 -1.431 2.300
H 3.028 -2.143 1.353
H 3.589 -1.522 4.966
H 2.592 -2.893 4.634
H 1.482 -0.089 5.112
H 1.624 -1.338 6.360
H 0.096 -1.693 3.924
H -0.869 -0.132 5.540
H -0.805 -1.525 6.741
H -3.062 -1.596 5.831
H -2.102 -2.823 4.995
H -2.652 0.751 4.416
H -4.193 -0.178 4.093
H -3.145 0.272 2.748
C 3.870 -4.495 -1.495
O 3.051 -3.359 -1.350
C 3.483 -2.248 -2.106
C 3.501 -2.381 -3.630
N 2.210 -2.387 -4.303
C 1.508 -3.651 -4.074
C 0.143 -3.625 -4.748
O -0.509 -4.846 -4.450
C -1.915 -4.711 -4.309
H 3.533 -5.315 -0.870
H 4.911 -4.217 -1.268
H 3.918 -4.823 -2.540
H 4.471 -1.934 -1.732
H 2.815 -1.413 -1.867
H 4.037 -3.305 -3.872
H 4.147 -1.587 -4.013
H 1.626 -1.679 -3.846
H 1.373 -3.931 -3.023
H 2.061 -4.460 -4.565
H 0.292 -3.580 -5.835
H -0.443 -2.723 -4.535
H -2.344 -4.156 -5.147
H -2.111 -4.192 -3.363
H -2.351 -5.705 -4.240
C 0.900 -5.042 -1.207
O 0.313 -4.591 -0.005
C -0.051 -3.225 -0.077
C -0.288 -2.752 1.360
N -0.795 -1.404 1.467
C 0.200 -0.368 1.208
C -0.204 1.027 1.631
O -1.401 1.392 0.966
C -1.782 2.741 1.186
H 1.817 -4.478 -1.417
H 0.228 -4.869 -2.057
H 1.107 -6.109 -1.163
H -0.991 -3.102 -0.627
H 0.766 -2.665 -0.545
H 0.620 -2.923 1.955
H -1.100 -3.363 1.767
H -1.421 -1.204 2.242
H 0.421 -0.466 0.141
H 1.152 -0.599 1.716
H 0.594 1.666 1.224
H -0.229 1.254 2.700
H -2.138 2.827 2.223
H -2.615 2.986 0.531
H -0.935 3.421 1.092
O -2.875 -0.458 -0.710
H -2.599 0.382 -0.313
H -2.334 -1.098 -0.224
O -1.284 -6.144 1.562
H -0.638 -5.623 1.035
H -0.884 -6.235 2.432
```

Computed properties:
LUMO   0.4780 eV
DFT total energy   -100551.75298 eV
Energy relative to the best compared isomer or geometry (same formula, charge and spin)   0.0 kcal per mole
Frontier orbital gap   0.322 Eh
Net charge   0
SMILES   COCCNCCOC.COCCNCCOC.COCCNCCOC.COCCNCCOC.COCCNCCOC.COCCNCCOC.COCCNCCOC.COCCNCCOC.O.O